[1]
Entry from OMol25: a gas-phase ion, C29H29N2O (charge +1) (ωB97M-V with the def2-TZVPD basis set).

Results
**Max |F|**: 2.97 eV Å⁻¹
**Energy**: -1306.950790 hartree
**SMILES string**: CN1CCC[C@@H]1c1ccc[n+]([C@H](c2ccccc2)c2ccc(Oc3ccccc3)cc2)c1
**Gap between HOMO and LUMO**: 7.1 eV
**E_HOMO**: -11.1 eV
**ΔE to the lowest compared entry with this formula, charge and spin**: 101.2 kJ/mol

The geometry in ORCA input format:
```
! wB97M-V def2-TZVPD RIJCOSX def2/J DEFGRID3
* xyz 1 1
C -1.388 1.320 5.463
N -1.203 2.119 4.285
C -0.912 3.524 4.517
C -0.250 4.035 3.227
C 0.082 2.788 2.398
C -0.424 1.566 3.191
C -1.160 0.538 2.338
C -2.199 -0.284 2.817
C -2.683 -1.284 1.970
C -2.281 -1.333 0.642
N -1.540 -0.316 0.118
C -1.555 0.041 -1.295
C -2.704 -0.709 -1.956
C -3.990 -0.397 -1.479
C -5.059 -1.250 -1.737
C -4.875 -2.336 -2.604
C -3.637 -2.539 -3.218
C -2.553 -1.698 -2.930
C -0.162 -0.075 -1.891
C 0.573 1.098 -2.113
C 1.777 1.062 -2.801
C 2.365 -0.168 -3.089
O 3.643 -0.125 -3.636
C 4.651 -0.878 -3.009
C 4.650 -2.269 -3.122
C 5.389 -3.000 -2.191
C 6.175 -2.339 -1.243
C 6.263 -0.943 -1.247
C 5.529 -0.194 -2.163
C 1.690 -1.357 -2.798
C 0.442 -1.300 -2.166
C -0.812 0.451 0.991
H -1.441 0.258 5.205
H -0.579 1.462 6.204
H -2.327 1.610 5.955
H -1.838 4.073 4.748
H -0.234 3.664 5.383
H -0.957 4.678 2.691
H 0.651 4.609 3.455
H -0.420 2.871 1.433
H 1.154 2.683 2.219
H 0.472 1.065 3.629
H -2.640 -0.129 3.801
H -3.407 -2.025 2.309
H -2.606 -2.137 -0.024
H -1.817 1.114 -1.379
H -4.123 0.474 -0.831
H -6.026 -1.071 -1.253
H -5.706 -3.012 -2.801
H -3.500 -3.346 -3.937
H -1.591 -1.840 -3.426
H 0.174 2.060 -1.785
H 2.318 1.967 -3.072
H 4.029 -2.740 -3.885
H 5.326 -4.088 -2.216
H 6.746 -2.917 -0.519
H 6.898 -0.422 -0.534
H 5.555 0.894 -2.201
H 2.126 -2.314 -3.071
H -0.059 -2.237 -1.910
H -0.018 1.052 0.542
*
```

Results of the natural (NBO) charge analysis, in e, for atoms 1 through 4: C -0.409; N -0.452; C -0.208; C -0.412


[2]
Entry from OMol25: a molecular structure, C29H29N2O4STm (ωB97M-V with the def2-TZVPD basis set).

Results
**Max |F|**: 5.80 eV Å⁻¹
**Energy**: -3016.298890 hartree
**Gap between HOMO and LUMO (spin up / spin down)**: 6.4 / 6.4 eV
**E_HOMO (spin up / spin down)**: -7.4 / -7.5 eV

The geometry in ORCA input format:
```
! wB97M-V def2-TZVPD RIJCOSX def2/J DEFGRID3
* xyz 0 3
C -3.454 0.347 -1.432
C -2.338 0.102 -2.289
C -1.575 -0.966 -1.743
H -2.245 0.548 -3.273
C -2.203 -1.403 -0.543
C -3.416 -0.643 -0.384
H -1.903 -2.273 0.042
C -0.167 2.955 -0.074
C -0.326 2.436 -1.404
C 0.641 1.401 -1.574
H -0.930 2.910 -2.174
C 1.412 1.257 -0.385
C 0.865 2.197 0.560
H -0.730 -1.465 -2.217
H -4.197 -0.777 0.358
H -4.223 1.086 -1.578
H 1.258 2.422 1.550
H 0.865 0.918 -2.519
H -0.649 3.846 0.312
Tm -1.912 1.045 0.181
C 2.802 0.602 -0.317
C 3.749 1.672 0.206
C 3.354 0.187 -1.672
H 3.847 2.457 -0.544
H 4.741 1.255 0.378
H 3.410 2.144 1.126
H 3.249 0.998 -2.394
H 2.900 -0.716 -2.090
H 4.428 -0.004 -1.561
C 2.932 -0.691 0.654
C 2.507 -2.108 0.273
H 2.312 -0.440 1.540
H 3.989 -0.745 0.971
O 1.302 -2.348 0.302
N 3.314 -3.226 0.001
C 2.312 -4.382 -0.066
H 4.066 -3.347 0.661
C 1.635 -4.354 -1.416
C 0.312 -4.777 -1.600
H -0.306 -4.973 -0.728
C -0.212 -4.865 -2.888
H -1.219 -5.255 -3.045
C 0.549 -4.478 -3.999
H 0.165 -4.609 -5.017
C 1.816 -3.910 -3.792
H 2.410 -3.551 -4.632
C 2.332 -3.822 -2.498
H 3.281 -3.311 -2.316
H 1.558 -4.309 0.749
H 2.831 -5.335 0.122
O -5.676 1.744 2.525
S -4.501 2.305 1.932
O -4.542 3.032 0.674
N -3.337 1.180 1.705
C -2.272 1.171 2.604
O -1.311 0.377 2.311
C -2.337 2.379 3.440
C -1.271 3.046 4.061
C -1.465 4.352 4.499
C -2.697 4.999 4.333
C -3.727 4.366 3.642
C -3.500 3.091 3.153
H -0.321 2.523 4.152
H -0.648 4.890 4.966
H -2.846 6.007 4.712
H -4.691 4.838 3.470
*
```

Results of the natural (NBO) charge analysis, in e, for atoms 1 through 4: C -0.480; C -0.276; C -0.270; H 0.234


[3]
Entry from OMol25: a molecular structure, C29H29N3O3P3PdS3SbSe2 (ωB97M-V with the def2-TZVPD basis set).

Results
**Max |F|**: 2.46 eV Å⁻¹
**Energy**: -8901.885006 hartree
**Gap between HOMO and LUMO (spin up / spin down)**: 6.8 / 4.2 eV
**E_HOMO (spin up / spin down)**: -9.7 / -10.0 eV

The geometry in ORCA input format:
```
! wB97M-V def2-TZVPD RIJCOSX def2/J DEFGRID3
* xyz 1 6
Pd 0.253 -0.114 0.128
S -1.249 3.251 -2.382
Sb -0.662 2.948 -0.125
S -1.941 0.894 0.315
S 1.488 1.898 -0.568
Se -2.824 0.034 -6.549
P -2.339 -1.613 -5.271
C -3.803 -2.590 -4.847
C -4.329 -2.615 -3.562
C -5.491 -3.326 -3.318
C -6.119 -4.007 -4.349
C -5.604 -3.961 -5.636
C -4.455 -3.240 -5.891
C -1.051 -2.666 -6.009
C 0.177 -2.046 -6.217
C 1.211 -2.748 -6.806
C 1.019 -4.066 -7.192
C -0.205 -4.681 -6.987
C -1.247 -3.982 -6.403
C -1.566 -0.957 -3.800
C -0.905 -1.402 -2.644
N -0.409 -0.283 -2.077
N -0.751 0.741 -2.807
N -1.434 0.378 -3.832
P -0.406 -2.963 -1.896
Se 0.329 -2.686 0.103
C -1.752 -4.178 -1.907
C -2.170 -4.749 -3.104
C -3.149 -5.726 -3.089
C -3.707 -6.132 -1.886
C -3.290 -5.560 -0.695
C -2.314 -4.581 -0.702
C 0.939 -3.519 -2.980
C 1.063 -4.827 -3.427
C 2.149 -5.172 -4.210
C 3.113 -4.227 -4.522
C 3.003 -2.930 -4.046
C 1.919 -2.573 -3.269
H -3.835 -2.081 -2.763
H -5.915 -3.341 -2.325
H -7.026 -4.558 -4.157
H -6.107 -4.472 -6.443
H -4.063 -3.160 -6.896
H 0.307 -1.011 -5.928
H 2.161 -2.262 -6.972
H 1.822 -4.608 -7.668
H -0.357 -5.705 -7.292
H -2.206 -4.458 -6.261
H -1.718 -4.436 -4.033
H -3.477 -6.179 -4.012
H -4.461 -6.903 -1.874
H -3.715 -5.884 0.243
H -1.972 -4.137 0.224
H 0.324 -5.567 -3.163
H 2.248 -6.182 -4.574
H 3.958 -4.503 -5.132
H 3.761 -2.199 -4.279
H 1.836 -1.564 -2.872
C 1.643 -2.576 3.356
O 2.287 -1.467 2.759
P 1.563 -0.144 2.190
O 0.682 0.306 3.479
C -0.734 0.344 3.477
O 2.797 0.841 2.236
C 3.715 0.829 3.342
H 2.428 -3.124 3.874
H 1.197 -3.216 2.588
H 0.880 -2.257 4.068
H -1.121 -0.327 4.242
H -1.141 0.028 2.501
H -1.059 1.364 3.687
H 4.280 -0.102 3.341
H 3.180 0.934 4.284
H 4.380 1.677 3.195
*
```

Results of the Löwdin charge analysis, in e, for atoms 1 through 4: Pd 0.047; S 0.041; Sb 0.348; S -0.063


What did the third record say?
Entry from OMol25: a molecular structure, C29H29N3O3P3PdS3SbSe2 (ωB97M-V with the def2-TZVPD basis set).

Results
**Max |F|**: 2.46 eV Å⁻¹
**Energy**: -8901.885006 hartree
**Gap between HOMO and LUMO (spin up / spin down)**: 6.8 / 4.2 eV
**E_HOMO (spin up / spin down)**: -9.7 / -10.0 eV

The geometry in ORCA input format:
```
! wB97M-V def2-TZVPD RIJCOSX def2/J DEFGRID3
* xyz 1 6
Pd 0.253 -0.114 0.128
S -1.249 3.251 -2.382
Sb -0.662 2.948 -0.125
S -1.941 0.894 0.315
S 1.488 1.898 -0.568
Se -2.824 0.034 -6.549
P -2.339 -1.613 -5.271
C -3.803 -2.590 -4.847
C -4.329 -2.615 -3.562
C -5.491 -3.326 -3.318
C -6.119 -4.007 -4.349
C -5.604 -3.961 -5.636
C -4.455 -3.240 -5.891
C -1.051 -2.666 -6.009
C 0.177 -2.046 -6.217
C 1.211 -2.748 -6.806
C 1.019 -4.066 -7.192
C -0.205 -4.681 -6.987
C -1.247 -3.982 -6.403
C -1.566 -0.957 -3.800
C -0.905 -1.402 -2.644
N -0.409 -0.283 -2.077
N -0.751 0.741 -2.807
N -1.434 0.378 -3.832
P -0.406 -2.963 -1.896
Se 0.329 -2.686 0.103
C -1.752 -4.178 -1.907
C -2.170 -4.749 -3.104
C -3.149 -5.726 -3.089
C -3.707 -6.132 -1.886
C -3.290 -5.560 -0.695
C -2.314 -4.581 -0.702
C 0.939 -3.519 -2.980
C 1.063 -4.827 -3.427
C 2.149 -5.172 -4.210
C 3.113 -4.227 -4.522
C 3.003 -2.930 -4.046
C 1.919 -2.573 -3.269
H -3.835 -2.081 -2.763
H -5.915 -3.341 -2.325
H -7.026 -4.558 -4.157
H -6.107 -4.472 -6.443
H -4.063 -3.160 -6.896
H 0.307 -1.011 -5.928
H 2.161 -2.262 -6.972
H 1.822 -4.608 -7.668
H -0.357 -5.705 -7.292
H -2.206 -4.458 -6.261
H -1.718 -4.436 -4.033
H -3.477 -6.179 -4.012
H -4.461 -6.903 -1.874
H -3.715 -5.884 0.243
H -1.972 -4.137 0.224
H 0.324 -5.567 -3.163
H 2.248 -6.182 -4.574
H 3.958 -4.503 -5.132
H 3.761 -2.199 -4.279
H 1.836 -1.564 -2.872
C 1.643 -2.576 3.356
O 2.287 -1.467 2.759
P 1.563 -0.144 2.190
O 0.682 0.306 3.479
C -0.734 0.344 3.477
O 2.797 0.841 2.236
C 3.715 0.829 3.342
H 2.428 -3.124 3.874
H 1.197 -3.216 2.588
H 0.880 -2.257 4.068
H -1.121 -0.327 4.242
H -1.141 0.028 2.501
H -1.059 1.364 3.687
H 4.280 -0.102 3.341
H 3.180 0.934 4.284
H 4.380 1.677 3.195
*
```

Results of the Löwdin charge analysis, in e, for atoms 1 through 4: Pd 0.047; S 0.041; Sb 0.348; S -0.063